Entry 1:
Computed, not measured: a 2-piece molecular cluster, C16H17N overall, with ωB97M-V/def2-TZVPD.

CARTESIAN COORDINATES (ANGSTROEM)
1 H -1.8592 -1.5642 -0.8052
2 H 1.6841 1.5125 0.1109
3 H 1.2783 -3.7398 -1.4974
4 H 2.2146 -2.1852 0.2136
5 C 1.0870 0.1070 -2.0159
6 H -0.4429 2.4692 2.5106
7 C -1.6565 0.4199 0.0710
8 H 0.3845 0.2192 3.6744
9 H -0.1387 -0.4244 -3.7285
10 C -0.7729 -0.4678 1.9892
11 H -1.0792 -0.6524 4.0675
12 H 0.9860 1.1788 -2.1174
13 H -2.4191 1.0497 -1.7956
14 H 0.5114 -1.4095 3.5311
15 C -0.2417 -0.6352 3.3681
16 H 0.1268 -2.8171 -3.4284
17 H 2.4949 0.1889 1.0267
18 C 0.4533 -0.7740 -2.8990
19 H -1.1109 4.1296 0.8687
20 C 1.2692 -2.6641 -1.5955
21 C -1.8324 2.7379 -0.5673
22 C -1.0789 0.7651 1.3409
23 C -1.0591 -1.4602 1.0890
24 H 3.2406 0.9716 -0.4317
25 C -1.9326 1.4027 -0.8882
26 C 1.7459 -0.3993 -0.9073
27 H -2.2212 3.5029 -1.2187
28 C -0.8555 2.1249 1.5659
29 C -1.1947 3.0720 0.6423
30 C 1.7589 -1.7516 -0.6750
31 H -0.6674 -2.4544 1.2381
32 N -1.5856 -0.9478 -0.0717
33 C 2.3225 0.6398 0.0505
34 C 0.5908 -2.1450 -2.7158

Calculated values
* HOMO level: -7.720 eV
* relative energy (zero: lowest compared OMol25 entry of this formula, charge and spin): 46.9 kJ/mol
* SMILES string: Cc1c[nH]c2ccccc12.Cc1ccccc1
* calculated total energy: -674.63876 Ha
* charge: 0
* E_LUMO: 0.9 eV

Entry 2:
Computed, not measured: C39H45LiN6O3S2Si2 as an isolated structure, with ωB97M-V/def2-TZVPD.

CARTESIAN COORDINATES (ANGSTROEM)
1 C -0.5662 -1.7627 3.2296
2 N -1.1249 -0.8467 2.4485
3 H 1.5873 5.3673 2.0755
4 C 1.7183 -4.2434 0.8265
5 C -0.6002 -6.2122 -2.0965
6 H 4.0727 0.8855 -0.3965
7 C -5.0072 -2.7511 0.4457
8 C 1.6611 1.4781 1.8613
9 H -6.7080 -3.6372 1.4619
10 H 0.5528 1.4008 -2.9243
11 H -0.7117 -2.3493 7.0272
12 C -0.6584 7.8509 -0.7837
13 H 0.3044 -6.7127 -1.7064
14 N -2.9683 -1.6300 -0.1209
15 H 0.1317 -2.4094 5.1743
16 Si 2.4018 -0.0294 -2.0555
17 C 1.5371 4.2772 2.0399
18 H 4.0093 -1.3061 -0.1194
19 C -1.2055 -0.4004 6.6940
20 C 1.3094 -3.3963 -0.2357
21 Si -0.4007 -4.3196 -2.2432
22 C -1.9192 0.2559 4.4226
23 C 3.4543 1.3561 -1.2220
24 C 0.0299 7.2066 -3.3662
25 N 1.5856 -1.0286 -0.8886
26 C -0.9196 8.7665 -1.8214
27 C 3.7063 -0.9847 -3.0262
28 C -2.1234 -3.6997 -2.8000
29 H 2.8144 2.1760 -0.8586
30 C 0.0403 4.3813 0.0765
31 N 0.1138 5.7394 0.0153
32 C -2.8723 -3.9856 0.6615
33 O -1.5508 0.6826 7.1451
34 H -1.7982 -4.0705 0.4579
35 H 4.8451 -3.1214 1.4089
36 H 0.2873 7.0176 -4.4062
37 H 4.3754 -0.3435 -3.6499
38 H 1.7610 0.4080 1.7500
39 C 0.7209 2.1572 1.0381
40 H -2.2310 -2.6343 -2.4515
41 H -2.8722 -4.3469 -2.3259
42 H 1.1763 3.5857 -3.9836
43 H -2.4569 1.0770 4.8942
44 H 0.2981 -4.3530 -4.7316
45 H 0.4999 -0.1684 -3.6347
46 H 4.3815 -1.5279 -2.3388
47 H 1.6982 -4.5255 -3.5566
48 H 2.9336 4.0823 3.6046
49 C 2.9790 -4.1850 1.3576
50 H 4.1784 1.7897 -1.9688
51 C -0.1615 6.5526 -1.0643
52 H -0.8916 -1.3426 8.4598
53 C -3.5939 -5.0239 1.2826
54 C 1.1980 0.6263 -3.3306
55 H -0.0874 -2.5877 2.6997
56 C -0.4542 -1.6484 4.6070
57 C 3.8653 -3.1597 0.9783
58 N -0.7691 -1.4549 7.4689
59 H -0.0892 4.6954 -4.5850
60 C -1.8971 0.0717 3.0694
61 H 1.5892 1.0058 -4.2840
62 H 3.0968 1.6057 3.4654
63 O -0.0915 1.5528 0.2612
64 C -0.5280 8.4389 -3.1237
65 N 0.1697 -3.5948 -0.8465
66 Li -0.4964 -0.3831 0.3911
67 C 2.1141 -2.1685 -0.4452
68 C -4.9543 -4.8949 1.5195
69 H 1.6147 5.2798 -4.4015
70 C -1.1593 -0.6151 5.2095
71 H -0.7403 9.1054 -3.9542
72 H -5.4793 -5.7532 1.9676
73 H -0.8254 8.1625 0.2489
74 H -0.8581 -6.6776 -3.0608
75 O 0.6801 4.9861 -2.5745
76 C 0.6985 3.6499 1.0570
77 H -3.0531 -5.8965 1.6890
78 H 1.0275 -2.9416 -3.8651
79 C -3.5639 -2.8255 0.2722
80 H -2.4434 0.7025 2.4002
81 H -2.2946 -3.6362 -3.8857
82 C 2.4161 2.1505 2.7985
83 C -5.6581 -3.7520 1.1591
84 C -3.8857 -0.6568 -0.4130
85 C 2.3013 3.5392 2.8991
86 S -3.4398 0.7908 -1.0399
87 H 3.1582 -1.7108 -3.6707
88 H -1.3602 9.7491 -1.6297
89 H -0.4420 3.8370 -0.7198
90 S -5.5809 -1.2171 -0.0782
91 H 1.0317 -5.0354 1.1337
92 H 0.3616 6.2466 0.8800
93 C 0.2100 6.2225 -2.3942
94 C 0.7405 -4.0182 -3.7449
95 H -1.4652 -6.4356 -1.4602
96 C 0.8444 4.6299 -3.9783
97 C 3.4223 -2.1957 0.0969
98 H 3.2535 -4.9353 2.1312

Calculated values
* HOMO level: 0.595 eV
* relative energy (zero: lowest compared OMol25 entry of this formula, charge and spin): 0.0 kJ/mol
* calculated total energy: -3450.39190 Ha
* charge: -2
* E_LUMO: 2.8 eV

Entry 3:
Computed, not measured: C15H34MnN2O3S as an isolated structure, with ωB97M-V/def2-TZVPD.

CARTESIAN COORDINATES (ANGSTROEM)
1 H -1.8653 -5.1239 -1.9748
2 O 1.7505 2.0145 1.6939
3 H 0.7616 4.1849 2.9780
4 H 3.2892 -1.3836 -2.8454
5 H 2.3908 -0.8453 0.0076
6 S -0.1834 -0.4321 0.6906
7 H 1.1368 -0.9959 -2.6240
8 H 4.3860 -3.3367 -1.8324
9 C 2.2620 3.3698 1.6594
10 H 1.7788 0.3187 2.8477
11 H -2.9544 3.8811 2.2644
12 O 0.1205 3.9696 1.0042
13 H -2.1590 1.1257 3.4360
14 H 3.0994 3.4749 2.3476
15 O -1.7258 2.2810 1.7490
16 H -1.6965 4.5475 0.3046
17 H -3.0820 -1.7538 -3.2433
18 C -2.5656 1.3196 2.4436
19 Mn -0.0154 1.8673 0.7078
20 H -1.1730 -3.6670 -1.2903
21 H 2.7082 0.5044 -1.0894
22 C 1.1410 4.3190 1.9611
23 C -2.5310 -1.0943 -1.2670
24 H -2.9460 -0.0856 -1.2040
25 H 2.4717 -4.6942 -1.1730
26 H 2.6128 1.7175 3.5646
27 H -3.6411 -3.6718 -0.9306
28 H 2.6214 3.5255 0.6424
29 C -1.8931 3.6283 2.2430
30 C -3.3630 -1.9657 -2.2049
31 C 3.4956 -1.3987 -1.7690
32 C -1.8470 -4.0390 -2.0660
33 H 1.4443 5.3578 1.8249
34 H 1.9264 -3.6197 -2.4517
35 C -1.1794 4.5270 1.2628
36 H -4.4035 -1.6547 -2.1063
37 H 4.4620 -0.9100 -1.6403
38 N 1.1217 -0.7523 -1.6415
39 H -3.5706 1.7291 2.5214
40 C 1.7378 1.3915 3.0065
41 H 1.5104 -3.2886 -0.7599
42 H -1.1006 5.5480 1.6372
43 H -1.4127 -3.8056 -3.0427
44 H -2.5195 -1.5241 -0.2655
45 H -3.9181 -3.9813 -2.6281
46 C 3.5878 -2.8428 -1.2769
47 H -2.5743 0.4101 1.8562
48 C 2.4491 -0.5567 -1.0412
49 H -1.5004 3.6858 3.2609
50 C 2.3002 -3.6486 -1.4244
51 H -1.0189 -1.2330 -2.7249
52 C -3.2550 -3.4656 -1.9324
53 C -0.0583 -0.7363 -1.0394
54 N -1.1421 -1.0071 -1.7459
55 H 3.9002 -2.8398 -0.2291
56 H 0.8285 1.6554 3.5492

Calculated values
* HOMO level (spin up / spin down): -15.327 / -15.304 eV
* 2S+1: 2
* relative energy (zero: lowest compared OMol25 entry of this formula, charge and spin): 35.6 kJ/mol
* calculated total energy: -2475.74646 Ha
* charge: +2
* E_LUMO (spin up / spin down): -6.9 / -6.6 eV
* <S²>: 0.789

Entry 4:
Computed, not measured: a 14-piece molecular cluster, C4H37O14P overall, with ωB97M-V/def2-TZVPD.

CARTESIAN COORDINATES (ANGSTROEM)
1 H 2.2140 3.1000 2.9545
2 H -1.1350 -1.2922 -0.6625
3 O -3.1338 4.0111 -0.1342
4 H 1.3218 3.3081 -3.9970
5 H -4.3784 -3.2106 1.2703
6 H -2.7058 4.8194 -0.4485
7 H 2.2466 2.1731 -4.4231
8 H 2.5672 -1.3470 2.0717
9 O -2.6062 2.3994 -2.6321
10 O 3.3867 1.2395 -0.3729
11 H 5.1357 2.8079 3.2877
12 H -0.8852 -2.7551 -2.2264
13 H -0.5807 -3.4233 2.0503
14 C -0.8656 -3.2224 1.0152
15 H -0.4482 -0.6903 0.8411
16 O -1.1429 5.8944 -1.0110
17 H 1.1181 -1.7325 1.8327
18 C 0.8109 -0.5027 -0.8841
19 P -0.1101 2.0358 0.1908
20 H 3.3774 -4.7708 1.5967
21 O 1.6804 -1.2113 2.4259
22 H -4.4434 -2.9055 2.7607
23 H 1.0975 2.4014 0.7893
24 H 2.6606 -3.4935 1.1875
25 O -3.9785 -2.6602 1.9532
26 H 2.7598 1.6329 -0.9895
27 H 4.6342 3.4459 4.5736
28 H -0.6980 6.6889 -1.3235
29 O 0.1972 -2.5705 0.3017
30 H -0.4409 5.2430 -0.8907
31 H -2.5075 -6.8722 -0.2094
32 H -1.7759 -2.6321 1.0174
33 H 2.8819 1.7333 2.9628
34 O 1.6978 2.4752 -3.6913
35 H 1.7854 -0.4459 -0.4123
36 H -3.6331 -0.2261 -1.5236
37 H -2.0282 2.1820 -1.8928
38 C 0.2228 0.8810 -1.2250
39 O 3.4916 -3.8154 1.5590
40 H -1.1934 -6.3840 -0.8017
41 H -0.7424 0.6779 -1.6824
42 H -3.4854 2.3074 -2.2502
43 O -2.0019 -6.0702 -0.3815
44 H 0.9426 -1.0585 -1.8161
45 H 3.1238 1.5817 0.4926
46 H -0.8028 1.3609 1.2101
47 O 4.9834 2.6206 4.2211
48 H -0.5369 -3.5175 -3.4957
49 O -3.2287 0.3430 -0.8586
50 H -1.0796 -4.1853 0.5519
51 H -2.3834 3.4113 -0.0216
52 O -0.9318 -2.6950 -3.1878
53 O 2.7040 2.4918 2.3911
54 H -3.7792 0.2332 -0.0735
55 C -0.2196 -1.2484 -0.0676
56 H 0.8412 1.4383 -1.9225

Calculated values
* HOMO level: -8.543 eV
* calculated total energy: -1569.22542 Ha
* charge: 0
* E_LUMO: 0.1 eV

Question: What is the calculated total energy in the fourth record?
Answer: -1569.22542 Ha

Question: The highest charge belongs to which entry?
Answer: C15H34MnN2O3S

Please write out number 4 again, unchanged.
Computed, not measured: a 14-piece molecular cluster, C4H37O14P overall, with ωB97M-V/def2-TZVPD.

CARTESIAN COORDINATES (ANGSTROEM)
1 H 2.2140 3.1000 2.9545
2 H -1.1350 -1.2922 -0.6625
3 O -3.1338 4.0111 -0.1342
4 H 1.3218 3.3081 -3.9970
5 H -4.3784 -3.2106 1.2703
6 H -2.7058 4.8194 -0.4485
7 H 2.2466 2.1731 -4.4231
8 H 2.5672 -1.3470 2.0717
9 O -2.6062 2.3994 -2.6321
10 O 3.3867 1.2395 -0.3729
11 H 5.1357 2.8079 3.2877
12 H -0.8852 -2.7551 -2.2264
13 H -0.5807 -3.4233 2.0503
14 C -0.8656 -3.2224 1.0152
15 H -0.4482 -0.6903 0.8411
16 O -1.1429 5.8944 -1.0110
17 H 1.1181 -1.7325 1.8327
18 C 0.8109 -0.5027 -0.8841
19 P -0.1101 2.0358 0.1908
20 H 3.3774 -4.7708 1.5967
21 O 1.6804 -1.2113 2.4259
22 H -4.4434 -2.9055 2.7607
23 H 1.0975 2.4014 0.7893
24 H 2.6606 -3.4935 1.1875
25 O -3.9785 -2.6602 1.9532
26 H 2.7598 1.6329 -0.9895
27 H 4.6342 3.4459 4.5736
28 H -0.6980 6.6889 -1.3235
29 O 0.1972 -2.5705 0.3017
30 H -0.4409 5.2430 -0.8907
31 H -2.5075 -6.8722 -0.2094
32 H -1.7759 -2.6321 1.0174
33 H 2.8819 1.7333 2.9628
34 O 1.6978 2.4752 -3.6913
35 H 1.7854 -0.4459 -0.4123
36 H -3.6331 -0.2261 -1.5236
37 H -2.0282 2.1820 -1.8928
38 C 0.2228 0.8810 -1.2250
39 O 3.4916 -3.8154 1.5590
40 H -1.1934 -6.3840 -0.8017
41 H -0.7424 0.6779 -1.6824
42 H -3.4854 2.3074 -2.2502
43 O -2.0019 -6.0702 -0.3815
44 H 0.9426 -1.0585 -1.8161
45 H 3.1238 1.5817 0.4926
46 H -0.8028 1.3609 1.2101
47 O 4.9834 2.6206 4.2211
48 H -0.5369 -3.5175 -3.4957
49 O -3.2287 0.3430 -0.8586
50 H -1.0796 -4.1853 0.5519
51 H -2.3834 3.4113 -0.0216
52 O -0.9318 -2.6950 -3.1878
53 O 2.7040 2.4918 2.3911
54 H -3.7792 0.2332 -0.0735
55 C -0.2196 -1.2484 -0.0676
56 H 0.8412 1.4383 -1.9225

Calculated values
* HOMO level: -8.543 eV
* calculated total energy: -1569.22542 Ha
* charge: 0
* E_LUMO: 0.1 eV